Entry 1:
Below is the molecule C3H9N3O2, with properties calculated with ωB97M-V/def2-TZVPD.

```
! wB97M-V def2-TZVPD RIJCOSX def2/J DEFGRID3
* xyz 0 1
O 0.956 -0.237 -1.508
O -0.193 2.159 -1.747
N -0.548 1.354 -0.639
N 0.158 -2.209 0.350
N 1.475 -2.152 0.887
C -0.858 2.136 0.522
C 0.178 0.048 -0.630
C -0.488 -0.791 0.386
H 0.177 -2.517 -0.627
H 1.705 -3.070 1.252
H 0.008 2.241 1.184
H -1.684 1.673 1.066
H -0.300 -0.439 1.398
H -1.549 -0.934 0.176
H 2.174 -1.895 0.189
H -1.180 3.125 0.197
H -0.030 1.509 -2.457
*
```

Properties
Energy relative to the best compared isomer or geometry (same formula, charge and spin), eV: 4.7861
SMILES string: CN(O)C(=O)CNN
Highest occupied orbital energy, eV: -8.82

Entry 2:
Below is a structure of composition C8H13N3OS2, with properties calculated with ωB97M-V/def2-TZVPD.

```
! wB97M-V def2-TZVPD RIJCOSX def2/J DEFGRID3
* xyz 0 1
S 3.208 1.138 1.963
S 0.553 2.116 0.847
O -0.751 2.297 1.418
N 1.082 2.238 -2.703
N 0.523 3.010 -0.473
N 0.369 0.170 -0.147
C -1.433 0.648 -1.615
C -0.546 -0.663 2.594
C 0.691 0.112 2.629
C 1.581 -0.451 0.340
C 0.440 -1.022 -2.168
C -0.215 -0.104 -1.233
C 0.987 2.725 -1.642
C 1.709 0.018 1.755
H -1.185 1.391 -2.503
H 2.505 -0.197 -0.453
H 0.061 -1.063 -3.194
H -1.584 1.487 -0.938
H 4.212 -0.022 2.741
H 1.001 0.615 3.587
H 1.508 -1.600 0.215
H -1.376 -0.069 2.116
H 0.477 -2.003 -1.790
H 1.545 -0.628 -2.355
H -2.350 -0.038 -1.600
H -0.394 -1.523 1.899
H -0.859 -1.163 3.606
*
```

Properties
Energy relative to the best compared isomer or geometry (same formula, charge and spin), eV: 6.9658
Highest occupied orbital energy, eV: -8.81

Entry 3:
Below is the molecule C2H4OS, with properties calculated with ωB97M-V/def2-TZVPD.

```
! wB97M-V def2-TZVPD RIJCOSX def2/J DEFGRID3
* xyz 0 1
S -1.563 -0.349 -0.212
O 1.153 -1.309 -0.214
C 0.027 -0.226 0.581
C -0.314 0.987 -0.184
H 0.922 -1.621 -1.042
H 0.104 1.096 -1.147
H 0.260 -0.281 1.688
H -0.589 1.703 0.529
*
```

Properties
Energy relative to the best compared isomer or geometry (same formula, charge and spin), eV: 2.5366
SMILES string: O[C@H]1CS1
Highest occupied orbital energy, eV: -9.29

Entry 4:
Below is a cluster of 2 separate species, C5H15NO2 in total, with properties calculated with ωB97M-V/def2-TZVPD.

```
! wB97M-V def2-TZVPD RIJCOSX def2/J DEFGRID3
* xyz 0 1
O -2.279 -1.754 -2.903
O -2.168 -1.107 1.092
N 1.370 2.059 0.297
C 1.637 0.591 0.219
C 2.652 0.155 1.233
C 0.294 -0.226 0.283
C -2.085 0.121 0.436
C -0.918 0.356 -0.472
H 2.009 2.766 0.567
H -0.831 -0.326 -1.329
H 2.959 -0.888 0.931
H 3.559 0.822 1.223
H 0.195 -0.476 1.314
H 0.452 2.325 0.592
H 0.620 -1.181 -0.198
H -1.535 -1.868 -2.319
H -1.498 -1.777 1.034
H 2.131 0.577 -0.806
H 2.302 0.080 2.300
H -3.032 0.007 -0.219
H -0.874 1.370 -0.851
H -2.629 0.890 1.055
H -2.332 -2.517 -3.481
*
```

Properties
Energy relative to the best compared isomer or geometry (same formula, charge and spin), eV: 2.7725
SMILES string: C[C@H](N)CCCO.O
Highest occupied orbital energy, eV: -8.71

Entry 5:
Below is the ion C9H13N4 with charge +1, with properties calculated with ωB97M-V/def2-TZVPD.

```
! wB97M-V def2-TZVPD RIJCOSX def2/J DEFGRID3
* xyz 1 1
N 0.081 1.898 0.030
N 3.426 0.819 0.356
N 1.660 -1.220 -0.366
N 1.275 -0.025 -0.079
C 2.943 -1.494 -0.167
C 3.831 -0.408 0.144
C -1.452 -0.163 -0.183
C -2.743 0.814 -0.155
C 2.115 1.014 0.284
C -1.356 -0.986 1.089
C -0.276 0.679 -0.135
C 1.366 2.108 0.346
C -1.611 -1.101 -1.319
H -2.641 1.632 0.552
H 1.614 3.115 0.781
H -1.497 -0.627 -2.310
H -2.921 1.057 -1.172
H -0.879 -1.965 -1.154
H -2.374 -1.505 1.249
H -3.568 0.349 0.183
H -0.556 -1.675 1.156
H -0.490 2.676 0.243
H 4.831 -0.680 0.322
H 3.161 -2.497 -0.472
H -2.570 -1.558 -1.108
H -1.372 -0.257 1.887
*
```

Properties
Energy relative to the best compared isomer or geometry (same formula, charge and spin), eV: 3.8248
SMILES string: CC(C)(C)c1[nH+]cc2nccnn12
Highest occupied orbital energy, eV: -12.57

Entry 6:
Below is a structure of composition C30H45F5OP2Pt, with properties calculated with ωB97M-V/def2-TZVPD.

```
! wB97M-V def2-TZVPD RIJCOSX def2/J DEFGRID3
* xyz 2 5
Pt -1.645 -1.285 -2.115
P 0.138 2.560 -0.411
P -0.784 -0.186 2.752
F 3.671 3.594 2.344
F 5.347 -0.110 6.008
F 5.448 4.300 4.223
F 6.234 2.485 6.130
F 3.484 -0.830 4.140
O 2.313 1.161 2.611
C 1.499 -1.903 -0.222
C 0.196 -2.328 -2.152
C -2.359 0.213 -3.454
C 3.990 2.695 3.301
C -3.936 -1.802 -3.912
C 2.042 -1.858 1.157
C 4.931 3.052 4.232
C 0.044 -0.800 4.331
C 3.244 -0.260 -1.169
C 1.315 -1.351 -2.459
C 3.918 0.455 4.209
C 0.405 -2.622 -0.681
C -2.577 -1.115 -3.971
C -0.010 -3.493 -3.076
C 1.479 3.431 0.456
C -3.117 -0.458 -0.950
C 2.044 -1.129 -1.306
C -1.245 3.766 -0.531
C -3.471 -1.820 -1.340
C 1.608 -0.793 -3.790
C 0.744 2.687 -2.144
C 3.335 1.418 3.313
C -4.435 -2.139 -2.479
C 4.871 0.808 5.135
C -0.508 -3.473 0.107
C -1.103 1.498 3.459
C -3.563 1.021 -2.992
C -2.412 -1.008 3.054
C -3.871 0.738 -1.515
C 5.353 2.120 5.181
H -3.475 -2.555 -0.503
H -1.579 0.796 -3.956
H -3.632 1.630 -0.920
H 3.328 0.452 -1.996
H -0.902 -4.055 -2.788
H -1.417 -3.671 -0.470
H -1.780 3.774 0.426
H 1.511 3.045 1.473
H -2.775 -0.915 4.090
H 1.783 2.338 -2.216
H -0.139 2.031 3.475
H -0.824 -2.951 1.018
H 3.054 -2.275 1.222
H 0.118 2.029 -2.765
H -4.697 -1.230 -4.450
H 0.661 3.726 -2.502
H -2.277 -2.075 2.822
H 4.169 -0.850 -1.167
H -0.883 4.768 -0.793
H 3.239 0.319 -0.235
H 2.111 -0.830 1.544
H -3.356 2.089 -3.144
H 0.747 -0.908 -4.453
H 1.839 0.275 -3.730
H 2.436 3.149 0.005
H 1.056 -0.372 4.379
H 1.423 -2.427 1.853
H 0.837 -4.185 -3.073
H -0.508 -0.491 5.233
H -1.938 3.397 -1.299
H 0.120 -1.896 4.323
H -2.010 -1.336 -4.894
H -1.809 2.041 2.812
H -0.062 -4.427 0.401
H -5.415 -1.679 -2.288
H -3.156 -0.579 2.368
H -4.941 0.588 -1.387
H -4.584 -3.229 -2.443
H 2.471 -1.288 -4.255
H -3.845 -2.731 -4.487
H -4.450 0.810 -3.614
H -2.756 -0.351 0.088
H 1.360 4.519 0.442
H -0.166 -3.165 -4.106
H -1.503 1.453 4.487
*
```

Properties
Highest occupied orbital energy (spin up / spin down), eV: -12.69 / -13.08
Expectation value of S²: 6.059